Record 1
The following is a DFT calculation (the ωB97M-V functional and the def2-TZVPD basis) of C5H11NO in the gas phase in a non-equilibrium geometry.

The SMILES is CCN(C)C(C)=O. Its net charge is 0. The relative energy (zero: lowest compared OMol25 entry of this formula, charge and spin) is 2.437 eV.

The geometry in XYZ format:
```
18
Properties=species:S:1:pos:R:3:forces:R:3
C -1.83042 0.38751 -1.15872 -0.746 0.001 1.564
C -1.43291 -0.48613 0.35725 -0.217 0.485 -1.367
N -0.01383 -0.35687 0.61285 0.208 -0.028 -0.599
C 0.59665 0.21510 1.80638 -0.039 0.048 -0.028
C 0.65158 -0.45997 -0.56884 0.367 -0.267 -0.269
O 0.06658 -0.90085 -1.54733 1.354 -0.939 0.082
C 2.05472 0.03431 -0.69605 0.347 -0.007 -0.026
H -2.83985 0.05265 -1.34442 -0.673 0.497 0.277
H -1.38382 0.36364 -2.19815 0.121 -0.770 1.781
H -1.73661 1.43808 -0.90204 -0.662 0.268 0.306
H -1.68237 -1.52817 0.14034 0.105 0.103 -0.142
H -1.93296 -0.26933 1.34112 -0.138 0.628 -1.405
H -0.07470 0.13190 2.66605 -0.011 -0.037 -0.282
H 1.51277 -0.33073 2.06509 -0.221 0.088 -0.101
H 0.86200 1.27322 1.68034 -0.097 -0.108 0.016
H 2.34655 -0.23215 -1.71028 0.230 0.099 0.141
H 2.71046 -0.45307 0.02672 0.108 0.104 -0.032
H 2.12614 1.12085 -0.57032 -0.035 -0.164 0.085
```
Forces are in eV/Å.

---

Record 2
The following is a DFT calculation (the ωB97M-V functional and the def2-TZVPD basis) of C3H6N2O in the gas phase in a non-equilibrium geometry.

The SMILES is O=NN1CCC1. Its net charge is 0. The relative energy (zero: lowest compared OMol25 entry of this formula, charge and spin) is 3.956 eV.

The geometry in XYZ format:
```
12
Properties=species:S:1:pos:R:3:forces:R:3
C 0.85728 0.00424 -0.38877 1.056 0.159 -0.721
C -0.37616 0.73838 -0.96325 0.794 0.755 1.512
C -1.18473 0.12379 0.20230 0.983 -2.178 -0.569
H 1.57948 0.60610 0.15577 0.025 0.245 0.178
H 1.41911 -0.56849 -1.12172 0.075 -0.222 0.022
H -0.29626 1.84487 -0.96299 -0.162 -0.760 -0.087
H -0.61513 0.35648 -1.92665 -0.484 -0.139 -0.673
H -1.98991 -0.52781 -0.10857 -0.584 0.345 0.188
H -1.38731 0.75084 1.03312 -0.440 0.632 0.606
N 0.38116 -1.23600 1.71815 0.322 0.588 -0.741
N 0.02346 -0.77344 0.50192 -0.939 0.650 0.432
O 1.58903 -1.31895 1.86068 -0.646 -0.076 -0.147
```
Forces are in eV/Å.

---

net charge of number 1 (C5H11NO)? 0